Molecular formula: C2H5N5
Method: DFT, ωB97M-V with the def2-TZVPD basis set

Each line ends with the Löwdin charge.
Element x y z (Å)
H -1.945336 1.106526 0.142535  0.011
N -1.957273 0.173552 -0.209710  0.106
C -0.792588 -0.342858 -0.353943  -0.440
N -0.460405 -1.547853 -0.966751  0.054
N 0.790493 -1.932466 -0.756027  -0.022
N 1.398674 -1.034377 -0.119440  0.044
N 0.484730 -0.023605 0.144566  -0.131
C 0.813022 1.240681 0.734894  -0.041
H -1.135153 -2.229175 -1.269470  0.146
H 1.902777 1.335372 0.745899  0.088
H 0.424450 1.190095 1.776330  0.104
H 0.476608 2.064109 0.131117  0.082

Cartesian forces, eV/Å:
H 0.1 0.6 0.5
N 0.7 -1.0 -1.0
C 1.0 -0.3 0.9
N -1.7 0.3 0.0
N 1.0 0.0 0.4
N -0.6 0.7 -0.1
N -0.8 -0.4 -1.2
C 0.9 -0.9 1.2
H 0.0 0.0 -0.1
H -0.1 -0.2 0.2
H 0.2 0.8 -0.6
H -0.7 0.3 0.0

Summary:
Structure (SMILES): [H]/N=c1/[nH]nnn1C
LUMO (Eh): 0.0321
Net charge: 0
ΔE to the lowest compared entry with this formula, charge and spin (eV): 2.196

---

Molecular formula: H8KO12S2
Method: DFT, ωB97M-V with the def2-TZVPD basis set

Each line ends with the Löwdin charge.
Element x y z (Å)
K 1.100660 14.810020 -7.449180  0.890
S -1.072310 11.867450 -6.353370  0.088
O 0.264620 11.296290 -6.558750  -0.418
O -0.974640 13.292220 -6.595950  -0.470
O -2.044460 11.294670 -7.235710  -0.388
O -1.477310 11.624650 -5.015870  -0.398
S 0.045490 18.272970 -7.684360  0.195
O -0.527190 16.958820 -7.565740  -0.231
O 1.086210 18.528410 -6.747690  -0.345
O 0.567800 18.327800 -9.109300  -0.270
O -1.083730 19.141770 -7.392020  -0.245
O 1.304680 13.197910 -9.655810  -0.085
H 1.497290 12.260340 -9.665310  0.073
H 1.949760 13.581470 -10.249930  0.053
O 2.808740 16.392860 -5.701040  -0.087
H 2.298930 17.144300 -6.003810  -0.023
H 3.334480 16.735140 -4.978080  0.031
O -1.359970 13.551430 -9.278530  -0.094
H -1.252110 13.278980 -8.367280  -0.054
H -0.523280 13.340290 -9.692780  -0.035
O 2.446120 12.552600 -6.459220  -0.141
H 1.584510 12.159040 -6.321510  -0.071
H 2.878130 12.488520 -5.607460  0.022

Cartesian forces, eV/Å:
K -0.5 -0.5 0.5
S -0.4 -1.0 0.2
O 2.1 -1.0 -0.8
O 0.7 3.4 -0.8
O -1.3 -1.2 -2.3
O -0.7 -0.4 4.0
S 0.5 2.1 -2.2
O -0.8 -2.9 -0.1
O 2.3 0.0 1.4
O -1.0 0.1 1.7
O -0.8 1.0 -0.7
O 0.5 0.2 -0.3
H -0.1 -0.5 0.4
H 0.1 0.1 -0.2
O 0.4 -0.6 0.0
H -0.6 0.8 -0.3
H 0.0 0.0 0.1
O -0.3 0.7 -1.5
H -0.3 -0.3 1.3
H -0.1 0.0 0.0
O 2.4 1.3 -0.2
H -2.2 -1.4 -0.2
H 0.1 0.1 0.1

Summary:
LUMO (alpha / beta) (Eh): 0.1466 / 0.0871
Net charge: -2
Spin multiplicity: 2
ΔE to the lowest compared entry with this formula, charge and spin (eV): 0.724

---

- Which value of ΔE to the lowest compared entry with this formula, charge and spin does entry 2 give?
  0.724 eV

---

- Among the records above, which one has the lowest net charge?
  H8KO12S2

---

- What is the formula in the second record?
  H8KO12S2

---

- ΔE to the lowest compared entry with this formula, charge and spin of number 2 (H8KO12S2)?
  0.724 eV